(1)
Density functional theory data (ωB97M-V with the def2-TZVPD basis set) for 7 unconnected molecules or ions with the total composition C30H69N4O14P2 at a distorted geometry.

```
119
Properties=species:S:1:pos:R:3:forces:R:3
C -2.575 2.640 2.659 3.31 -6.00 -0.83
C -1.899 1.525 2.410 -3.33 3.07 2.59
C -1.445 -0.014 2.566 -0.27 -1.39 -0.83
N -0.467 -0.387 3.576 -2.42 1.60 -2.17
N 0.034 -1.580 3.905 -2.61 -2.23 -3.04
C -0.449 -2.732 3.173 -1.05 2.81 -0.53
P 0.239 -4.468 3.704 -0.51 -1.48 0.15
N 2.004 -4.414 3.866 -1.11 -0.96 0.51
O -0.382 -4.676 5.307 0.75 2.73 -1.77
C -1.509 -2.676 1.962 1.37 4.79 2.59
C -2.038 -1.190 1.634 4.29 -1.40 2.21
P -3.281 -0.812 0.247 -1.12 0.99 -0.68
N -3.270 -2.039 -1.020 1.60 1.33 1.00
O -2.746 0.636 -0.566 -0.94 -1.78 1.84
H -3.196 3.585 2.938 1.42 -1.96 -1.03
H -0.095 0.426 4.128 -0.34 -1.13 -0.58
H 2.349 -5.061 3.116 -0.44 0.88 0.72
H 2.195 -4.947 4.751 -0.06 0.90 -0.76
H -0.591 -3.762 5.661 0.38 -1.53 -0.10
H -1.851 -3.602 1.380 0.71 1.56 1.11
H -2.534 -1.855 -1.732 -0.55 -0.46 0.63
H -3.207 -2.996 -0.637 -0.09 0.70 -0.45
H -3.322 1.347 -0.165 0.82 -0.95 -0.69
C -4.393 5.579 0.555 0.11 -0.09 -0.02
O -5.040 4.976 1.670 0.17 0.11 0.01
C -5.511 5.943 2.610 -0.42 -0.33 0.10
C -7.021 6.143 2.491 0.20 0.55 -0.22
O -7.362 6.772 1.257 0.21 -0.45 0.15
C -7.887 5.851 0.309 -0.17 0.17 -0.07
H -4.221 4.807 -0.199 -0.06 -0.01 0.11
H -5.005 6.367 0.112 0.00 -0.01 0.05
H -3.425 5.988 0.862 0.01 0.12 -0.10
H -4.981 6.895 2.494 -0.10 -0.07 -0.08
H -5.288 5.553 3.608 -0.03 0.05 0.05
H -7.351 6.812 3.292 0.05 -0.05 0.04
H -7.552 5.191 2.606 0.11 0.01 -0.05
H -8.891 5.539 0.609 0.01 -0.14 -0.06
H -7.244 4.974 0.199 0.00 -0.02 0.04
H -7.954 6.356 -0.658 0.03 0.05 0.16
C 4.438 -0.466 -1.034 0.15 0.16 0.04
O 3.212 0.238 -0.883 -0.18 -0.42 0.05
C 2.086 -0.554 -1.252 -0.01 0.49 0.30
C 1.348 -1.076 -0.021 0.36 -0.48 -0.37
O 2.136 -2.035 0.686 -0.19 0.37 0.19
C 2.728 -1.488 1.857 0.23 -0.14 -0.14
H 5.231 0.125 -0.571 -0.17 0.05 -0.06
H 4.404 -1.444 -0.549 -0.02 -0.03 -0.10
H 4.669 -0.587 -2.097 0.04 -0.13 0.03
H 2.383 -1.379 -1.909 -0.01 -0.02 0.15
H 1.409 0.097 -1.815 -0.05 -0.03 -0.01
H 0.438 -1.591 -0.348 -0.06 0.02 -0.06
H 1.051 -0.251 0.636 0.11 0.05 -0.04
H 1.961 -1.324 2.617 0.15 0.08 0.09
H 3.250 -0.550 1.647 -0.06 0.01 -0.04
H 3.452 -2.208 2.245 -0.17 0.00 -0.06
C 6.256 -6.661 -2.979 0.12 -0.12 0.15
O 7.167 -5.881 -2.215 -0.39 0.21 -0.23
C 7.247 -4.534 -2.681 0.18 -0.04 0.55
C 6.468 -3.586 -1.772 -0.17 -0.02 -0.56
O 5.062 -3.822 -1.863 0.14 -0.21 0.33
C 4.565 -4.544 -0.744 -0.09 0.05 -0.20
H 6.109 -7.614 -2.466 0.12 0.11 0.00
H 5.287 -6.166 -3.079 0.03 0.03 -0.04
H 6.676 -6.859 -3.970 -0.10 0.00 -0.07
H 6.902 -4.455 -3.717 -0.07 0.01 0.11
H 8.304 -4.252 -2.656 -0.01 0.05 -0.02
H 6.640 -2.558 -2.107 0.05 -0.01 0.00
H 6.813 -3.665 -0.735 -0.01 -0.10 -0.09
H 4.559 -3.901 0.142 0.00 -0.05 0.12
H 5.157 -5.441 -0.547 0.04 0.04 0.01
H 3.538 -4.846 -0.961 0.09 0.12 -0.05
C 1.576 8.216 -1.413 0.04 0.00 -0.19
O 1.313 6.857 -1.741 -0.15 0.09 0.43
C 1.074 6.058 -0.585 -0.20 -0.17 -0.54
C -0.416 5.770 -0.409 0.22 0.38 0.41
O -1.136 6.957 -0.073 0.04 -0.19 -0.35
C -1.852 7.484 -1.182 -0.01 0.14 0.14
H 1.571 8.798 -2.337 0.02 -0.17 0.05
H 0.815 8.622 -0.741 0.03 -0.02 0.03
H 2.564 8.303 -0.951 -0.03 0.09 0.06
H 1.490 6.529 0.312 -0.13 0.01 -0.05
H 1.597 5.109 -0.741 -0.01 -0.03 0.04
H -0.543 5.074 0.426 0.04 -0.05 0.01
H -0.833 5.299 -1.307 0.09 0.09 -0.01
H -2.708 6.842 -1.413 -0.02 0.00 -0.14
H -1.216 7.583 -2.065 -0.02 -0.06 0.02
H -2.225 8.474 -0.910 0.06 -0.14 0.08
C 12.824 -7.164 -3.948 0.02 0.19 0.05
O 11.597 -6.463 -3.797 0.02 -0.39 -0.04
C 10.471 -7.256 -4.167 -0.13 0.36 0.41
C 9.733 -7.779 -2.936 0.30 -0.37 -0.25
O 10.521 -8.738 -2.229 0.07 0.39 0.06
C 11.111 -8.190 -1.058 0.00 -0.21 -0.07
H 13.616 -6.571 -3.484 -0.15 0.02 -0.06
H 12.792 -8.142 -3.461 -0.03 -0.01 -0.04
H 13.056 -7.286 -5.010 0.06 -0.10 0.00
H 10.769 -8.081 -4.823 0.00 0.01 0.12
H 9.794 -6.606 -4.730 -0.04 -0.02 -0.02
H 8.824 -8.295 -3.263 -0.02 0.05 -0.02
H 9.434 -6.956 -2.279 0.07 -0.06 -0.11
H 10.344 -8.026 -0.296 0.03 0.10 0.06
H 11.631 -7.252 -1.268 -0.05 0.01 0.00
H 11.836 -8.911 -0.672 -0.12 0.00 -0.11
C -14.053 3.022 1.534 -0.06 -0.15 0.11
O -13.195 1.921 1.264 0.12 0.39 -0.16
C -12.359 2.152 0.132 0.18 -0.39 0.40
C -10.934 2.500 0.557 -0.28 0.43 -0.32
O -10.883 3.775 1.199 -0.02 -0.34 0.26
C -10.773 3.662 2.612 -0.03 0.21 -0.11
H -14.529 2.854 2.503 0.08 -0.09 -0.12
H -13.500 3.963 1.576 -0.01 0.00 -0.05
H -14.833 3.083 0.769 -0.01 0.11 0.01
H -12.776 2.934 -0.513 0.09 0.01 0.10
H -12.334 1.221 -0.442 0.03 0.02 -0.04
H -10.306 2.570 -0.337 -0.02 -0.04 -0.02
H -10.516 1.719 1.203 -0.13 0.04 0.00
H -9.771 3.311 2.881 0.01 -0.09 0.10
H -11.525 2.984 3.023 0.04 -0.02 -0.02
H -10.921 4.653 3.047 0.03 -0.05 -0.14
```
Positions in Å, forces in eV/Å.

Results
Orbital gap in eV: 4.82
Maximum force in Eh/bohr: 0.13427
Net charge: +1

---

(2)
Density functional theory data (ωB97M-V with the def2-TZVPD basis set) for 10 unconnected molecules or ions with the total composition C30H70N10O10 at a distorted geometry.

```
120
Properties=species:S:1:pos:R:3:forces:R:3
C -10.288 -3.052 14.828 -1.09 -0.33 -0.41
N -11.496 -2.938 13.974 -0.10 -0.92 -1.07
C -11.698 -4.091 13.053 -0.49 1.42 0.11
C -12.349 -1.876 13.915 -0.99 -0.35 -0.91
O -13.392 -1.753 13.212 3.11 -0.52 2.03
H -9.805 -2.095 15.026 -0.21 -0.08 0.03
H -9.607 -3.730 14.313 0.21 0.41 -0.09
H -10.556 -3.598 15.733 0.10 0.36 0.36
H -12.121 -3.669 12.142 0.15 -0.12 -0.16
H -10.718 -4.527 12.857 -0.38 -0.29 0.00
H -12.464 -4.773 13.421 0.38 -0.30 0.22
H -11.917 -1.147 14.618 -0.72 0.73 -0.11
C -15.537 1.391 17.061 -0.37 -0.01 1.03
N -14.131 1.152 17.478 -1.16 0.28 -0.87
C -13.765 -0.218 17.753 0.09 -0.90 0.21
C -13.190 2.082 17.112 0.63 -0.87 0.60
O -11.974 1.902 17.149 -1.23 0.28 -0.03
H -15.837 1.029 16.078 0.61 0.09 -0.26
H -15.855 2.424 17.206 0.63 0.28 -0.45
H -16.252 0.921 17.735 0.41 -0.55 0.34
H -14.185 -0.657 18.658 0.06 0.85 0.74
H -14.196 -0.956 17.077 0.26 0.39 -1.01
H -12.679 -0.313 17.789 -0.14 0.04 -0.11
H -13.679 3.034 16.854 0.28 0.04 -0.16
C -8.816 -0.355 17.559 -1.34 -0.17 -1.98
N -7.572 0.275 17.814 1.34 -0.18 4.02
C -7.205 0.265 19.293 0.83 1.18 -0.68
C -6.641 0.629 16.909 -2.29 -2.13 -0.01
O -5.493 0.844 17.161 1.83 1.11 -0.09
H -9.574 0.338 17.194 -0.31 0.38 0.61
H -9.204 -0.946 18.389 0.32 0.27 0.06
H -8.752 -1.014 16.694 0.35 -0.48 0.07
H -7.024 -0.668 19.828 -0.91 -0.72 -0.68
H -6.219 0.703 19.449 0.00 0.48 -0.60
H -7.893 0.915 19.832 -0.25 -0.23 -0.05
H -7.108 0.476 15.924 0.49 0.56 -0.60
C -4.664 -2.993 24.300 -0.72 -1.22 0.04
N -5.155 -3.384 22.981 0.07 -0.43 -1.58
C -4.428 -4.435 22.099 -0.01 2.59 1.62
C -6.181 -2.678 22.484 -0.16 -0.11 -2.80
O -6.651 -2.759 21.313 0.85 0.24 2.99
H -3.796 -2.338 24.370 0.42 -0.48 -0.47
H -4.584 -3.965 24.787 0.77 0.37 0.71
H -5.442 -2.448 24.835 -0.20 -0.13 -0.13
H -4.245 -5.297 22.740 -0.19 -0.18 -0.51
H -4.927 -4.553 21.137 -0.41 -0.30 0.57
H -3.494 -3.920 21.876 0.35 -0.46 -0.07
H -6.470 -1.947 23.255 -0.68 0.03 -0.50
C -3.852 4.579 15.190 -1.93 -0.31 -0.77
N -3.051 4.087 16.247 0.80 -1.51 -0.18
C -3.684 3.825 17.515 -0.41 0.93 0.16
C -1.716 4.132 16.124 -0.12 0.75 2.50
O -0.971 3.952 17.104 -0.22 -0.09 -2.25
H -4.841 4.138 15.317 -0.13 -0.15 -0.15
H -3.533 4.256 14.199 0.33 0.12 0.10
H -4.061 5.649 15.190 0.47 0.30 0.15
H -4.105 4.817 17.678 -0.26 -0.01 1.34
H -4.520 3.126 17.541 0.13 -0.24 -0.89
H -2.985 3.486 18.280 0.15 0.52 -0.29
H -1.541 4.553 15.121 1.27 -0.40 0.00
C -5.100 1.057 23.269 0.26 0.89 0.18
N -6.113 1.513 24.200 0.12 -2.31 -0.81
C -6.757 0.354 24.843 1.40 1.63 0.91
C -6.206 2.816 24.506 -0.03 -0.25 1.08
O -6.867 3.267 25.423 0.05 0.15 -0.65
H -5.609 0.724 22.364 0.59 0.08 -0.39
H -4.422 0.288 23.639 -0.58 -0.59 0.45
H -4.371 1.864 23.193 -0.27 0.26 -1.02
H -7.084 -0.391 24.117 -0.66 0.51 0.10
H -5.898 -0.077 25.358 -0.24 -0.62 0.42
H -7.423 0.743 25.613 -0.51 -0.45 -0.38
H -5.509 3.341 23.835 -0.26 0.82 0.19
C -2.034 0.875 18.463 0.13 2.46 -1.14
N -1.195 -0.238 18.485 3.63 -0.56 2.04
C 0.208 -0.084 19.043 0.05 1.25 -1.02
C -1.613 -1.456 18.290 0.46 -2.38 0.18
O -0.948 -2.461 18.582 -1.49 0.75 -0.81
H -1.411 1.575 17.906 -0.60 0.97 0.07
H -2.289 1.339 19.415 0.20 -0.29 0.41
H -2.970 0.769 17.914 0.06 -0.56 -0.08
H 0.267 0.150 20.106 -0.40 -0.12 -0.03
H 0.993 -0.799 18.798 -1.17 -1.19 0.13
H 0.694 0.721 18.492 -0.59 0.90 0.19
H -2.589 -1.347 17.792 -0.40 -1.20 0.02
C -1.405 0.019 14.378 0.92 -0.42 -0.59
N -2.451 0.579 13.557 0.42 -0.12 1.88
C -3.744 0.259 14.149 -0.67 1.95 -1.43
C -2.199 0.937 12.276 -3.27 0.35 -1.94
O -3.109 1.193 11.436 2.31 -0.49 2.10
H -1.426 0.134 15.462 -0.69 0.87 -0.04
H -0.464 0.449 14.036 0.28 -0.61 0.02
H -1.512 -1.060 14.265 0.82 -0.32 -0.16
H -3.943 0.775 15.089 0.76 -0.29 0.43
H -4.417 0.824 13.504 -0.72 -0.92 -0.35
H -3.915 -0.813 14.242 -0.12 0.06 -0.24
H -1.143 0.969 11.966 -0.04 0.01 0.43
C -11.277 0.992 20.904 -0.76 1.78 -0.61
N -10.176 1.950 21.139 1.31 -1.89 2.94
C -9.248 1.469 22.288 0.92 1.39 -2.41
C -10.077 3.227 20.680 1.36 0.04 2.11
O -9.120 3.980 21.002 -2.66 -1.43 -1.43
H -12.107 1.296 21.541 -0.17 -0.41 0.22
H -11.075 -0.071 21.039 0.68 0.33 0.27
H -11.642 1.105 19.883 0.09 0.04 -0.18
H -9.487 1.456 23.351 -1.59 -0.64 -0.31
H -8.826 0.578 21.824 0.10 -0.35 0.98
H -8.454 2.208 22.399 0.27 0.07 -0.81
H -11.045 3.417 20.192 0.58 1.00 -0.83
C -5.291 3.396 20.477 -1.72 -1.80 -1.31
N -5.097 4.706 20.950 2.02 -0.63 -0.04
C -3.702 5.107 21.032 0.40 0.79 -0.21
C -6.105 5.586 21.169 0.39 -1.20 0.13
O -5.895 6.641 21.697 -0.58 1.36 0.14
H -6.349 3.143 20.413 -0.41 0.23 0.59
H -4.847 2.564 21.025 0.34 0.43 0.51
H -5.056 3.184 19.433 0.73 0.55 -0.13
H -3.678 6.175 21.252 0.11 -0.13 0.02
H -3.034 4.589 21.720 -0.68 -0.27 0.80
H -3.159 4.918 20.107 -0.44 0.21 -0.53
H -7.058 5.138 20.847 -0.31 0.47 0.20
```
Positions in Å, forces in eV/Å.

Results
Orbital gap in eV: 9.16
Maximum force in Eh/bohr: 0.08257
Energy relative to the best compared isomer or geometry (same formula, charge and spin) in kcal per mole: 269.9
Structure (SMILES): CN(C)C=O.CN(C)C=O.CN(C)C=O.CN(C)C=O.CN(C)C=O.CN(C)C=O.CN(C)C=O.CN(C)C=O.CN(C)C=O.CN(C)C=O